Entry 1:
{"formula": "H33O17", "method": "ωB97M-V/def2-TZVPD", "symbols": ["O", "H", "H", "O", "H", "H", "O", "H", "H", "O", "H", "H", "O", "H", "O", "H", "H", "O", "H", "H", "O", "H", "H", "O", "H", "H", "O", "H", "H", "O", "H", "H", "O", "H", "H", "O", "H", "H", "O", "H", "H", "O", "H", "H", "O", "H", "H", "O", "H", "H"], "xyz": [[-5.487, 2.156, 0.713], [-5.047, 1.341, 0.990], [-6.201, 2.129, 1.323], [1.651, 3.178, 1.644], [0.953, 2.529, 0.866], [1.514, 3.977, 1.116], [-0.056, -0.148, -5.619], [0.051, -1.005, -5.181], [0.800, 0.171, -5.906], [-0.164, 2.616, -3.545], [0.162, 2.533, -4.435], [0.474, 3.121, -3.065], [-0.542, 3.380, 3.268], [-0.644, 3.599, 2.330], [2.525, -0.374, 5.836], [0.556, -3.024, -0.266], [1.628, -0.564, 6.140], [1.069, -0.574, 0.124], [-2.682, 0.846, 0.214], [0.312, -0.957, -0.340], [-4.272, -2.390, -0.866], [-3.934, -1.522, -1.131], [0.394, 3.102, 3.133], [0.317, 1.936, 0.032], [0.824, 0.396, -0.010], [0.551, 2.345, -0.803], [-1.961, -2.855, -4.403], [-2.922, -2.826, -4.553], [-2.019, -3.753, -4.036], [-2.065, 0.111, 0.221], [-1.173, 0.489, 0.211], [3.264, 2.989, 1.360], [5.880, 1.220, -0.672], [5.821, 1.947, -0.022], [4.965, 0.935, -0.759], [4.163, 2.545, 1.259], [4.112, 1.890, 1.962], [2.301, 0.107, 5.027], [-2.562, -2.499, 3.599], [-3.095, -2.086, 2.902], [-1.758, -2.246, 3.108], [0.633, -3.710, 0.394], [0.235, -3.498, 1.242], [-3.525, -2.689, -0.337], [0.575, -2.218, -3.868], [0.834, -2.813, -4.571], [1.323, -2.005, -3.311], [0.486, -2.788, 2.976], [0.426, -2.158, 2.265], [1.312, -2.885, 3.447]], "lowdin_charge": [-0.043, 0.033, 0.011, -0.266, -0.016, 0.018, -0.069, -0.021, 0.020, -0.035, 0.015, 0.010, -0.115, 0.010, -0.068, 0.006, 0.034, -0.107, 0.024, 0.000, -0.071, 0.025, 0.006, -0.224, -0.015, -0.001, -0.069, 0.046, 0.043, -0.063, -0.012, -0.009, -0.098, 0.010, 0.018, -0.118, 0.027, 0.035, -0.070, 0.028, 0.008, -0.057, -0.014, 0.025, -0.048, 0.049, 0.059, -0.036, 0.023, 0.062], "e_tot_ev": -35344.62773, "homo_ev": -6.89, "gap_ev": 9.080, "largest_force_ha_per_bohr": 0.0400, "relative_energy_ev": 2.8095, "charge": -1}

---

Entry 2:
{"formula": "H34O17", "method": "ωB97M-V/def2-TZVPD", "symbols": ["O", "H", "H", "O", "H", "H", "O", "H", "H", "O", "H", "H", "O", "H", "H", "O", "H", "H", "O", "H", "H", "O", "H", "H", "O", "H", "H", "O", "H", "H", "O", "H", "H", "O", "H", "H", "O", "H", "H", "O", "H", "H", "O", "H", "H", "O", "H", "H", "O", "H", "H"], "xyz": [[0.053, 0.227, -4.201], [0.958, 0.138, -4.471], [0.097, 0.674, -3.334], [-2.927, -1.723, 0.086], [-2.524, -1.930, -0.717], [-3.802, -2.066, -0.058], [1.824, 2.812, 0.116], [1.754, 2.751, 1.068], [0.931, 3.038, -0.193], [-3.155, 1.628, 1.574], [-2.278, 1.859, 1.749], [-3.319, 1.741, 0.627], [0.349, -0.239, 3.158], [-0.290, -0.867, 2.761], [0.768, -0.666, 3.884], [-0.392, 2.325, 2.079], [-0.158, 1.958, 2.917], [-0.272, 1.575, 1.496], [-1.536, -2.015, 2.347], [-1.688, -2.968, 2.459], [-1.774, -1.882, 1.455], [-0.362, 0.035, 0.340], [0.023, -0.805, 0.159], [-0.100, 0.520, -0.426], [1.089, -3.210, 2.456], [0.423, -2.896, 1.852], [1.357, -3.956, 1.899], [0.358, 1.406, -2.026], [1.249, 1.689, -1.922], [0.006, 2.160, -2.543], [0.153, -2.725, -0.122], [-0.245, -3.368, -0.710], [1.082, -2.500, -0.358], [2.911, 0.619, -1.607], [3.835, 0.456, -1.711], [2.835, 0.843, -0.705], [-2.402, 1.304, -0.934], [-2.406, 1.141, -1.846], [-1.996, 0.514, -0.527], [2.542, 0.051, 1.209], [3.217, 0.683, 1.484], [1.743, 0.352, 1.699], [2.756, -2.170, -0.367], [2.733, -1.286, -0.059], [3.494, -2.109, -0.980], [-0.846, 3.468, -0.442], [-1.219, 4.341, -0.290], [-1.539, 2.815, -0.323], [-1.348, -1.476, -2.436], [-1.553, -0.925, -3.177], [-0.408, -1.341, -2.387]], "lowdin_charge": [-0.065, 0.035, -0.052, 0.002, -0.019, 0.069, -0.061, 0.022, -0.006, -0.039, -0.053, 0.008, -0.050, 0.007, 0.042, -0.045, 0.031, -0.016, -0.037, 0.083, -0.037, -0.018, 0.010, 0.005, -0.065, -0.043, 0.041, -0.040, 0.025, 0.113, -0.061, 0.071, 0.019, -0.018, 0.050, -0.025, -0.047, 0.035, 0.031, -0.059, 0.072, 0.036, -0.027, -0.031, 0.066, -0.050, 0.074, 0.001, -0.028, 0.022, 0.023], "e_tot_ev": -35360.91524, "homo_ev": -10.04, "gap_ev": 9.990, "largest_force_ha_per_bohr": 0.0575, "relative_energy_ev": 1.0961}

---

Entry 3:
{"formula": "H34O17", "method": "ωB97M-V/def2-TZVPD", "symbols": ["O", "H", "H", "O", "H", "H", "O", "H", "H", "O", "H", "H", "O", "H", "H", "O", "H", "H", "O", "H", "H", "O", "H", "H", "O", "H", "H", "O", "H", "H", "O", "H", "H", "O", "H", "H", "O", "H", "H", "O", "H", "H", "O", "H", "H", "O", "H", "H", "O", "H", "H"], "xyz": [[-30.603, 0.678, -4.661], [-30.013, 0.227, -4.037], [-29.977, 1.292, -5.039], [-28.254, 2.293, -1.719], [-27.495, 2.466, -1.186], [-27.994, 1.794, -2.487], [-26.275, -0.496, -0.094], [-26.202, -0.344, -1.062], [-26.444, 0.369, 0.260], [-28.845, -0.854, -2.866], [-28.057, -0.584, -3.304], [-28.794, -1.797, -2.972], [-26.201, -0.274, -2.716], [-25.762, -0.387, -3.543], [-26.289, -1.248, -2.577], [-31.132, 2.899, -2.812], [-31.129, 2.968, -3.751], [-30.886, 2.027, -2.699], [-30.364, 3.809, -0.203], [-30.721, 3.566, -1.006], [-30.585, 3.114, 0.383], [-25.348, 5.356, -0.917], [-25.806, 4.634, -0.601], [-25.957, 5.918, -1.381], [-26.060, 3.620, -3.009], [-25.542, 4.007, -2.303], [-26.257, 2.748, -2.702], [-29.214, 1.014, 0.228], [-29.003, 0.041, 0.217], [-28.953, 1.468, -0.567], [-28.022, 4.502, 0.685], [-28.787, 4.046, 0.274], [-28.096, 5.442, 0.515], [-24.976, 1.359, -4.566], [-25.837, 1.650, -4.231], [-24.393, 1.906, -4.007], [-27.761, 1.592, -4.288], [-28.231, 2.403, -4.546], [-27.807, 0.965, -5.029], [-25.844, 2.635, -0.222], [-25.820, 2.938, 0.695], [-25.000, 2.141, -0.309], [-27.120, 1.201, 2.001], [-27.752, 1.426, 1.268], [-26.677, 2.036, 2.254], [-31.356, 0.783, -1.222], [-31.271, -0.130, -1.482], [-30.639, 1.047, -0.676], [-28.607, 5.072, -2.714], [-27.736, 5.013, -3.098], [-28.793, 4.132, -2.791]], "lowdin_charge": [-0.035, -0.006, 0.005, -0.018, 0.010, 0.012, -0.061, -0.022, -0.043, -0.017, -0.020, 0.064, -0.060, 0.043, 0.105, -0.010, 0.033, -0.051, 0.020, -0.022, 0.044, -0.008, -0.062, 0.050, -0.026, 0.013, -0.016, -0.068, 0.117, -0.036, -0.069, -0.015, 0.043, -0.066, -0.030, 0.058, -0.053, 0.098, 0.101, -0.052, 0.063, 0.110, -0.078, 0.007, 0.047, -0.025, 0.045, -0.048, -0.047, -0.004, -0.019], "e_tot_ev": -35359.45296, "homo_ev": -10.77, "gap_ev": 10.006, "largest_force_ha_per_bohr": 0.0701, "relative_energy_ev": 2.5584}

---

Entry 4:
{"formula": "H34O17Sr", "method": "ωB97M-V/def2-TZVPD", "symbols": ["Sr", "O", "H", "H", "O", "H", "H", "O", "H", "H", "O", "H", "H", "O", "H", "H", "O", "H", "H", "O", "H", "H", "O", "H", "H", "O", "H", "H", "O", "H", "H", "O", "H", "H", "O", "H", "H", "O", "H", "H", "O", "H", "H", "O", "H", "H", "O", "H", "H", "O", "H", "H"], "xyz": [[0.227, 0.264, -0.215], [-1.357, -1.246, 4.603], [-0.905, -1.942, 4.126], [-2.271, -1.319, 4.326], [-3.104, 3.109, -1.903], [-2.758, 2.727, -2.709], [-4.011, 3.330, -2.113], [1.530, -0.281, 2.026], [1.311, 0.006, 2.913], [2.205, -0.948, 2.150], [1.244, -2.258, -0.751], [0.990, -2.883, -0.072], [2.004, -2.659, -1.174], [-3.192, -2.494, -0.041], [-3.413, -3.007, -0.818], [-4.032, -2.343, 0.394], [-0.077, -3.291, 3.116], [-0.484, -4.146, 2.973], [0.589, -3.452, 3.784], [-0.776, -1.691, 0.973], [-1.630, -1.993, 0.662], [-0.508, -2.349, 1.614], [-1.236, 1.636, 3.967], [-0.331, 1.796, 4.233], [-1.396, 0.721, 4.197], [-0.831, -0.958, -2.152], [-0.469, -1.840, -2.245], [-1.404, -0.852, -2.911], [2.681, 0.653, -0.939], [3.356, 0.209, -0.426], [3.147, 1.355, -1.392], [2.528, 0.444, -5.137], [3.284, 0.369, -5.719], [2.875, 0.852, -4.344], [-0.013, 2.153, -2.377], [-0.450, 3.005, -2.364], [0.663, 2.240, -3.049], [0.220, -1.402, -5.235], [0.791, -0.696, -4.935], [0.763, -1.913, -5.835], [-1.993, 1.465, -0.133], [-2.688, 0.968, 0.298], [-2.456, 2.125, -0.650], [0.841, 2.350, 0.961], [0.237, 2.985, 1.345], [1.705, 2.750, 1.058], [4.422, -0.120, 0.890], [4.175, -0.357, 1.784], [5.001, -0.827, 0.605], [-1.357, 3.383, 2.017], [-2.259, 3.703, 1.972], [-1.387, 2.669, 2.654]], "lowdin_charge": [1.632, -0.031, -0.014, 0.058, -0.012, 0.058, 0.080, -0.083, 0.067, 0.049, -0.075, 0.050, 0.078, -0.019, 0.071, 0.068, -0.023, 0.090, 0.087, -0.157, 0.001, 0.000, -0.018, 0.066, 0.013, -0.131, 0.041, 0.069, -0.122, -0.013, 0.067, -0.029, 0.060, 0.030, -0.057, 0.054, 0.056, -0.056, -0.018, 0.041, -0.134, 0.066, -0.007, -0.149, 0.009, 0.072, -0.009, 0.053, 0.079, -0.053, 0.069, -0.026], "e_tot_ev": -36188.24466, "homo_ev": -15.59, "gap_ev": 10.129, "largest_force_ha_per_bohr": 0.0261, "relative_energy_ev": 0.0000, "charge": 2}

---

Entry 5:
{"formula": "H36O18", "method": "ωB97M-V/def2-TZVPD", "symbols": ["O", "H", "H", "O", "H", "H", "O", "H", "H", "O", "H", "H", "O", "H", "H", "O", "H", "H", "O", "H", "H", "O", "H", "H", "O", "H", "H", "O", "H", "H", "O", "H", "H", "O", "H", "H", "O", "H", "H", "O", "H", "H", "O", "H", "H", "O", "H", "H", "O", "H", "H", "O", "H", "H"], "xyz": [[4.430, -2.645, 0.430], [4.664, -3.452, 0.904], [3.485, -2.601, 0.601], [-1.342, 4.870, -1.893], [-0.894, 5.039, -1.057], [-2.138, 5.403, -1.928], [3.180, -4.149, 2.728], [2.285, -4.096, 2.366], [2.939, -4.211, 3.662], [1.885, 1.480, -0.436], [1.782, 0.914, -1.199], [1.611, 1.026, 0.364], [-1.629, 1.903, 0.405], [-2.199, 2.664, 0.434], [-1.867, 0.988, 0.409], [2.952, -0.904, -1.773], [3.194, -1.363, -0.976], [2.070, -1.081, -2.091], [-2.004, 0.287, 2.824], [-1.627, 1.013, 3.321], [-1.587, -0.007, 2.025], [-0.047, -2.148, 2.130], [-0.773, -2.038, 1.509], [-0.495, -2.112, 2.980], [-3.644, -0.155, -1.695], [-3.400, -0.734, -2.421], [-3.250, 0.681, -1.994], [0.629, 3.888, -0.397], [1.512, 3.621, -0.651], [0.527, 3.254, 0.314], [0.555, 3.308, -5.143], [1.448, 3.036, -4.932], [0.309, 4.016, -4.539], [2.112, -0.268, 1.789], [1.483, -0.984, 1.612], [2.430, -0.299, 2.694], [-0.416, -4.526, 0.131], [0.008, -4.382, -0.726], [0.335, -4.921, 0.578], [-2.360, -1.979, 4.220], [-2.018, -1.083, 4.303], [-2.355, -2.277, 5.136], [0.514, 1.735, 3.637], [0.849, 1.179, 2.927], [0.323, 1.103, 4.336], [-1.605, 1.966, -2.682], [-1.551, 2.889, -2.415], [-0.729, 1.750, -3.010], [0.326, -1.709, -4.847], [1.127, -1.203, -4.663], [-0.254, -0.955, -5.027], [-3.509, -0.730, 0.260], [-3.604, -0.480, -0.677], [-2.743, -1.304, 0.116]], "lowdin_charge": [-0.049, 0.032, 0.002, -0.062, 0.020, 0.046, -0.048, 0.025, 0.051, -0.044, 0.013, 0.002, -0.031, 0.052, -0.011, -0.025, -0.001, 0.026, -0.040, 0.034, -0.004, -0.045, 0.038, 0.024, 0.142, 0.124, 0.094, -0.064, 0.026, 0.015, -0.053, 0.029, 0.033, -0.050, 0.017, 0.061, -0.048, 0.040, 0.023, -0.057, 0.002, 0.044, -0.044, 0.000, 0.036, -0.054, -0.001, 0.028, -0.059, 0.027, 0.035, -0.075, -0.294, 0.018], "e_tot_ev": -37436.87056, "homo_ev": -10.01, "gap_ev": 9.516, "largest_force_ha_per_bohr": 0.1943, "relative_energy_ev": 5.6405}

---

Entry 6:
{"formula": "H37O19", "method": "ωB97M-V/def2-TZVPD", "symbols": ["O", "H", "H", "O", "H", "H", "O", "H", "H", "O", "H", "H", "O", "H", "H", "O", "H", "H", "O", "H", "H", "O", "H", "O", "H", "H", "O", "H", "H", "O", "H", "H", "O", "H", "H", "O", "H", "H", "O", "H", "H", "O", "H", "H", "O", "H", "H", "O", "H", "H", "O", "H", "H", "O", "H", "H"], "xyz": [[1.670, -0.985, -0.179], [3.587, 3.034, 0.026], [2.189, -0.476, 0.437], [0.683, 0.632, 2.021], [0.694, -1.004, -1.951], [0.323, 1.406, 2.451], [-2.463, -1.688, -2.251], [1.729, -2.724, 0.685], [-2.099, -3.658, 0.457], [-0.293, -4.301, -0.502], [-0.217, -3.407, -0.847], [0.390, -4.837, -0.904], [-0.032, 0.508, -1.118], [0.923, -0.416, -0.588], [-0.247, -1.933, -2.895], [1.215, 3.905, 2.794], [0.439, 4.174, 2.285], [1.143, 2.947, 2.765], [-2.499, -3.720, 1.333], [-0.671, 0.374, -1.813], [-3.265, -3.137, 1.322], [2.274, -3.389, 1.144], [-0.824, 1.696, -0.305], [1.582, 2.512, -1.694], [-2.786, 1.762, 3.256], [1.106, 1.742, -1.286], [-0.150, 0.926, -4.304], [0.035, -0.041, -4.243], [-0.389, 1.040, -3.386], [0.382, -3.681, 3.145], [-0.075, -4.116, 2.419], [1.032, -3.190, 2.645], [0.501, -1.332, -2.862], [-2.129, -0.873, -1.865], [-2.194, 2.402, -0.045], [-2.595, 1.534, 4.167], [-1.579, 0.281, 1.086], [1.675, -4.114, 1.314], [-1.264, 2.454, 0.166], [-2.852, -1.542, -3.106], [1.418, 2.318, -2.619], [-1.527, -0.875, 3.324], [-0.894, -0.646, 2.641], [-1.639, -1.819, 3.147], [-2.161, -0.434, 0.811], [-1.668, -1.063, 0.281], [-2.315, 0.604, 4.089], [-0.737, 4.684, -1.144], [0.079, 4.192, -1.324], [-1.214, 4.088, -0.538], [3.433, 3.886, 0.454], [2.517, 4.037, 0.191], [1.602, 0.567, 2.277], [3.111, 0.464, -3.838], [2.597, 1.170, -4.231], [2.452, 0.064, -3.292]], "lowdin_charge": [-0.103, 0.020, 0.027, -0.016, 0.013, 0.030, -0.030, -0.001, -0.002, -0.030, 0.028, 0.057, -0.334, -0.049, 0.029, -0.039, 0.042, -0.006, -0.050, -0.028, 0.042, -0.070, -0.006, -0.074, 0.012, 0.003, -0.068, 0.028, -0.013, -0.049, 0.011, -0.008, -0.078, 0.011, 0.049, -0.079, -0.002, 0.004, -0.085, 0.045, 0.012, -0.069, -0.005, 0.039, -0.050, 0.018, -0.008, -0.104, -0.006, -0.019, -0.073, 0.010, 0.062, -0.041, 0.018, -0.015], "e_tot_ev": -39505.93447, "homo_ev": -8.02, "gap_ev": 9.918, "largest_force_ha_per_bohr": 0.0273, "relative_energy_ev": 2.3469, "charge": -1}

---

> Number 3 is which compound?

H34O17